14
Properties=species:S:1:pos:R:3 method="wB97M-V/def2-TZVPD" homo_ev=-8.368 de_lowest_ev=1.5619 smiles="N[C@H]1[C@H]2SNC(=S)[C@@H]12" gap_ev=8.704
H 2.083 0.246 -1.763
C -0.952 -0.203 -0.158
H 1.244 2.395 -0.673
H -0.676 -1.850 1.056
N -0.207 -1.164 0.417
S 1.490 -1.274 0.096
N 0.967 1.625 1.213
C 1.403 0.223 -0.851
H -0.485 1.055 -1.948
H 1.301 0.767 1.633
H 0.038 1.842 1.589
C -0.029 0.663 -0.976
C 0.968 1.489 -0.194
S -2.563 -0.020 0.014

---

9
Properties=species:S:1:pos:R:3 method="wB97M-V/def2-TZVPD" homo_ev="-8.772 / -9.201" de_lowest_ev=5.0166 gap_ev="7.493 / 8.805"
Br -2.778 0.420 -0.295
C -0.855 -1.599 0.898
C 1.331 1.451 -0.928
H 1.040 2.482 -1.391
H 0.794 1.093 -0.171
F -0.903 -2.016 2.285
C -1.429 -0.636 0.254
H -0.417 -2.469 0.442
Br 3.218 1.274 -1.094

---

20
Properties=species:S:1:pos:R:3 method="wB97M-V/def2-TZVPD" homo_ev="-5.840 / -9.935" de_lowest_ev=1.1462 gap_ev="6.685 / 6.090" multiplicity=3 s_squared=2.004
H 3.699 0.472 0.419
Si -0.014 -0.677 0.431
H -0.883 2.544 -1.199
Br -4.747 0.429 1.077
H 2.085 1.311 -0.002
C 2.572 0.451 0.564
H -1.788 0.916 -1.442
C 1.861 -0.772 -0.034
H -1.842 -1.632 -0.684
H -0.289 1.893 1.021
H 2.334 0.455 1.636
H -1.666 1.052 0.754
C -0.644 1.123 0.395
H -0.830 -3.182 -0.202
C -0.903 1.528 -1.102
C -1.218 -2.204 0.054
H -1.904 -2.280 0.998
H 2.386 -1.731 0.217
H -0.125 1.302 -1.743
H 1.916 -1.000 -1.159

---

70
Properties=species:S:1:pos:R:3 method="wB97M-V/def2-TZVPD" homo_ev=-12.853 gap_ev=9.542 charge=+1
C 5.073 1.807 0.559
H 1.516 1.644 3.637
N -0.732 0.307 0.060
H -2.893 0.445 1.471
H -2.714 -3.184 0.487
C -4.519 1.743 0.819
H 3.744 0.565 -4.168
C 1.147 -0.322 1.883
H 5.232 2.715 -0.027
H -3.436 -4.952 1.905
C 4.812 0.560 -0.311
H -1.130 -1.937 -0.787
H -0.409 -4.019 -1.605
C -0.406 1.226 0.973
H -2.946 -2.732 -2.677
H 5.993 1.601 1.112
H 0.045 2.459 3.328
H -1.780 -4.730 2.436
H 2.061 0.573 -4.683
H 5.759 0.256 -0.764
C -1.858 -2.824 -2.661
C -2.396 -5.061 1.595
H -0.927 3.012 0.179
C 1.775 3.155 2.167
F 1.924 -0.459 2.921
C -3.295 1.424 1.727
H -1.301 -4.943 -2.843
C -2.352 -4.723 -0.984
H 0.134 -0.080 -0.324
H 2.168 2.003 0.309
H -4.170 2.379 0.005
H -2.895 -0.391 -2.264
C -1.197 -1.695 -1.847
H 3.137 1.875 -5.174
H -3.360 -4.447 -1.309
C -1.477 0.797 -1.130
H 4.078 0.728 -1.100
C 2.678 2.640 1.030
H 4.345 2.719 2.351
H 3.770 1.072 2.123
H -2.117 -6.089 1.372
H -2.273 -5.809 -0.903
N 2.249 2.552 -2.215
H -2.782 3.480 1.418
H 3.004 3.521 0.471
H 2.408 3.640 2.906
C 3.967 2.014 1.602
F 1.903 -0.495 0.828
C -2.275 2.583 1.777
H -0.825 1.516 -1.645
H 4.522 -0.250 0.360
H 1.066 3.851 1.718
H -2.069 2.798 2.830
H -1.491 -2.805 -3.690
H -2.386 1.341 -0.900
C -2.125 -4.104 0.420
H -0.158 -1.662 -2.211
C 0.909 2.040 2.826
C 2.883 1.206 -4.353
N 0.530 0.973 1.875
N -1.038 2.436 0.999
C -1.812 -0.319 -2.151
H -3.711 1.324 2.732
H -1.077 -3.778 0.477
C 2.524 1.957 -3.159
F 0.261 -1.268 1.963
H -1.438 0.001 -3.125
C -1.388 -4.179 -2.069
H -5.297 2.255 1.373
Br -5.162 0.063 0.057

---

24
Properties=species:S:1:pos:R:3 method="wB97M-V/def2-TZVPD" homo_ev="-8.735 / -7.938" de_lowest_ev=4.5588 gap_ev="8.998 / 7.464"
H -1.991 1.934 -0.642
H -2.112 2.114 1.099
H -0.204 -1.324 -2.713
H -2.024 -1.578 1.407
H 4.103 0.727 0.196
N 2.153 -0.356 -0.924
C 0.158 -0.418 -0.187
H 0.570 0.199 1.906
C -2.478 0.170 0.147
H -1.586 -0.128 1.966
H -3.297 -0.435 2.121
H 3.467 0.749 1.825
Cl -3.137 -0.706 -1.252
C -2.382 -0.573 1.452
C 3.557 0.232 0.915
H 1.467 -1.993 -2.751
N 0.899 -0.528 -1.314
C 0.773 -1.030 -2.685
H 4.100 -0.561 1.280
C 0.874 0.059 0.833
C -2.538 1.738 0.215
C 2.215 -0.052 0.378
H 1.011 -0.270 -3.423
H -3.599 2.029 0.151

---

64
Properties=species:S:1:pos:R:3 method="wB97M-V/def2-TZVPD" homo_ev=-9.296 de_lowest_ev=5.0602 smiles="NC(N)=O.NC(N)=O.NC(N)=O.NC(N)=O.NC(N)=O.CO.CO.CO.CO" gap_ev=9.571
O -3.459 -0.200 -4.206
N 0.026 -0.624 4.925
H -4.830 2.228 2.708
O 1.313 -0.128 0.283
H 0.098 -0.461 -2.510
H 4.353 3.135 -2.608
C 6.554 -1.489 -2.486
C 0.491 -0.312 -0.617
H -6.201 0.637 -5.306
H -2.266 5.012 -1.379
N -1.772 -0.787 6.148
H -4.320 -3.975 0.647
O 5.905 -3.285 3.949
H -1.244 -0.190 -1.360
N -4.796 -6.089 1.403
H -6.339 0.854 2.419
H -5.827 -0.960 -4.752
C 5.118 3.899 -2.473
H 6.031 -1.337 4.486
H -2.856 -3.733 1.502
H 5.390 -0.745 -0.922
N 0.870 -0.346 -1.869
H -0.776 5.992 -1.162
N 6.292 -0.791 -1.374
H 6.625 -3.132 3.333
H -3.522 2.171 -4.226
H 5.568 3.828 -1.483
C -6.191 1.587 1.625
H 0.230 4.855 -2.971
C -1.184 5.044 -1.511
O -2.854 -5.929 2.555
H -1.182 0.126 0.366
C -1.217 -0.317 5.105
H 0.484 -0.419 4.049
O -5.412 2.618 2.051
H -6.016 1.318 0.584
H -1.170 -1.342 6.739
O -1.885 0.322 4.276
C -4.387 0.444 -4.584
H -0.792 4.226 -0.906
H -4.821 -7.097 1.460
H -5.269 2.212 -4.723
H 5.278 5.822 -2.991
H -7.200 1.997 1.684
H 4.758 -1.574 3.356
H 7.815 -1.924 -3.853
H 8.420 -0.896 -2.510
H -2.747 -0.661 6.381
C -3.752 -5.494 1.885
H 4.547 -2.259 4.991
O 4.606 5.163 -2.797
O -0.728 4.914 -2.936
C 5.263 -2.053 4.195
N -0.757 -0.235 -0.476
O 5.675 -2.086 -3.060
H 6.998 -0.155 -1.030
N 7.683 -1.310 -3.062
H -5.499 -5.676 0.808
H 0.554 -1.095 5.646
N -3.608 -4.359 1.252
N -5.512 -0.032 -4.995
H 5.978 3.668 -3.102
H 1.861 -0.324 -2.062
N -4.395 1.752 -4.511

---

6
Properties=species:S:1:pos:R:3 method="wB97M-V/def2-TZVPD" homo_ev="-9.676 / -9.679" de_lowest_ev=2.8852 gap_ev="7.696 / 7.699"
H -0.794 0.493 -0.833
I 1.782 1.093 -0.076
C -0.295 0.446 0.217
H -0.713 1.245 0.782
P 0.077 -1.214 0.820
O -0.056 -2.062 -0.911

---

Max |F|, respectively: 2.23 6.55 3.59 2.21 4.30 6.71 8.29 eV Å⁻¹.
Energy, respectively: -28894.64881 -145955.76784 -83311.82145 -106591.06279 -24003.85805 -43244.50894 -20502.87383 eV.